# 1
Density functional theory data (ωB97M-V with the def2-TZVPD basis set) for 2 unconnected molecules or ions with the total composition C3H8Si.

CARTESIAN COORDINATES (ANGSTROEM)
1 C -1.423 1.770 1.204
2 C -0.188 1.683 0.823
3 C 0.691 -1.863 -0.212
4 Si 0.602 -0.416 -1.522
5 H -1.832 2.469 1.946
6 H -2.189 1.414 0.451
7 H 0.805 1.998 1.046
8 H 0.523 -2.887 -0.492
9 H 1.727 -2.137 0.139
10 H 0.068 -1.722 0.663
11 H 1.803 0.420 -1.668
12 H -0.586 -0.730 -2.377

## Properties
LUMO level (spin up / spin down): -0.00296 / 0.00323 Ha
gap between HOMO and LUMO (spin up / spin down): 8.133 / 7.023 eV
energy relative to the best compared isomer or geometry (same formula, charge and spin): 99.36 kcal per mole
calculated total energy: -11112.678 eV

=====

# 2
Density functional theory data (ωB97M-V with the def2-TZVPD basis set) for a molecular structure, ArH24O12.

CARTESIAN COORDINATES (ANGSTROEM)
1 Ar -0.128 -0.355 0.196
2 O 0.824 3.042 0.529
3 H -0.096 2.908 0.757
4 H 1.308 2.721 1.290
5 O 1.001 1.852 -2.384
6 H 1.054 2.301 -1.540
7 H 1.913 1.720 -2.643
8 O 2.739 -1.704 1.394
9 H 3.585 -1.993 1.736
10 H 2.373 -2.481 0.971
11 O 1.952 -1.008 -3.435
12 H 1.650 -0.351 -2.808
13 H 1.192 -1.573 -3.576
14 O -0.862 -3.790 -0.696
15 H -1.117 -4.582 -0.224
16 H 0.040 -3.626 -0.421
17 O -1.553 -0.156 3.159
18 H -1.715 -1.096 3.233
19 H -2.129 0.132 2.451
20 O 3.670 0.729 0.325
21 H 3.427 -0.186 0.460
22 H 3.462 1.158 1.154
23 O -0.680 -2.097 -2.959
24 H -0.765 -2.700 -3.698
25 H -0.713 -2.659 -2.185
26 O 1.271 -0.264 3.528
27 H 1.775 -0.749 2.874
28 H 0.357 -0.450 3.313
29 O -4.053 0.189 1.616
30 H -4.695 0.850 1.354
31 H -4.027 -0.425 0.883
32 O -1.598 2.094 -3.547
33 H -2.402 1.884 -3.072
34 H -0.895 1.892 -2.930
35 O -1.714 2.871 1.449
36 H -1.869 3.312 2.285
37 H -2.582 2.590 1.162

## Properties
LUMO level: -0.01827 Ha
gap between HOMO and LUMO: 9.989 eV
energy relative to the best compared isomer or geometry (same formula, charge and spin): 35.72 kcal per mole
calculated total energy: -39314.300 eV

=====

# 3
Density functional theory data (ωB97M-V with the def2-TZVPD basis set) for a molecular structure, C5H6LaO4.

CARTESIAN COORDINATES (ANGSTROEM)
1 O 2.766 -0.131 0.427
2 C 2.826 -1.293 0.084
3 C 2.531 -1.584 -1.401
4 O 2.240 -0.626 -2.090
5 La 2.085 1.724 -1.137
6 H 3.049 -2.112 0.785
7 H 2.514 -2.616 -1.781
8 C -2.471 0.236 2.262
9 C -2.334 0.637 1.008
10 O -1.032 0.840 0.524
11 C -0.732 1.160 -0.692
12 O -1.744 1.289 -1.476
13 H -1.609 0.058 2.906
14 H -3.138 0.837 0.305
15 H -3.474 0.081 2.657
16 H -1.476 1.499 -2.381

## Properties
LUMO level: -0.53410 Ha
gap between HOMO and LUMO: 4.863 eV
energy relative to the best compared isomer or geometry (same formula, charge and spin): 1.41 kcal per mole
charge: +3
calculated total energy: -14297.525 eV

=====

# 4
Density functional theory data (ωB97M-V with the def2-TZVPD basis set) for a molecular structure, C5H12O2Se.

CARTESIAN COORDINATES (ANGSTROEM)
1 C 2.373 -1.585 0.812
2 C 1.754 2.232 -0.194
3 C -3.043 0.659 0.604
4 C -1.773 -1.327 -1.137
5 C 1.241 -0.003 -0.562
6 O 1.471 -1.234 -0.242
7 O 1.967 0.872 0.127
8 Se -1.277 0.334 -0.230
9 H 2.269 -2.657 0.958
10 H 2.111 -1.045 1.723
11 H 3.399 -1.337 0.527
12 H 0.990 2.322 -0.965
13 H 2.700 2.658 -0.537
14 H 1.427 2.750 0.711
15 H -3.369 -0.237 1.129
16 H -2.914 1.478 1.312
17 H -3.769 0.944 -0.153
18 H -2.112 -2.041 -0.393
19 H -2.565 -1.102 -1.847
20 H -0.880 -1.681 -1.642

## Properties
LUMO level: 0.02988 Ha
gap between HOMO and LUMO: 8.642 eV
energy relative to the best compared isomer or geometry (same formula, charge and spin): 0.00 kcal per mole
calculated total energy: -74817.795 eV